Record 1
152
Properties=species:S:1:pos:R:3:forces:R:3 method="wB97M-V/def2-TZVPD" smiles="COP(=O)(OC)OC.COP(=O)(OC)OC.COP(=O)(OC)OC.COP(=O)(OC)OC.COP(=O)(OC)OC.COP(=O)(OC)OC.COP(=O)(OC)OC.CCOC(C)=O.CCOC(C)=O.ClCCl" orbital_gap_ev=9.988 mol_weight_g_mol=1241.67 de_lowest_kj_mol=0.0 charge=0
C -0.827 6.010 2.468 -1.1 0.5 -1.1
O -0.522 4.712 1.980 2.0 -2.0 1.1
P 0.134 3.578 2.940 -0.8 0.7 1.1
O 0.748 2.441 2.238 -0.4 0.5 0.0
O 1.131 4.383 3.937 -1.4 -0.6 -1.6
C 1.978 3.763 4.915 -0.4 0.4 0.6
O -1.147 3.197 3.899 2.4 2.1 -0.3
C -2.085 2.297 3.426 -0.7 -2.1 -0.3
H -1.702 6.196 1.845 -0.3 0.7 0.5
H -0.056 6.715 2.159 0.2 -0.1 0.4
H -1.097 6.073 3.522 0.3 -0.2 -0.1
H 1.742 4.324 5.819 0.3 -0.1 0.2
H 3.024 3.916 4.648 -0.1 -0.2 -0.1
H 1.753 2.717 5.121 0.0 0.0 -0.4
H -2.385 2.369 2.380 0.3 0.5 -0.2
H -3.010 2.349 3.999 0.3 0.2 0.3
H -1.613 1.323 3.552 -0.5 -0.4 -0.1
C -5.449 5.385 -2.966 0.1 -0.9 -1.5
O -5.329 5.641 -1.592 1.1 0.7 1.4
P -3.892 5.684 -0.834 -0.2 -0.2 -1.8
O -3.987 5.795 0.609 -0.2 0.1 0.6
O -3.137 4.320 -1.316 -0.1 0.8 0.5
C -3.574 3.073 -0.699 0.0 -0.1 0.0
O -3.103 6.911 -1.560 0.8 -1.3 0.6
C -1.656 7.014 -1.243 -0.2 -0.3 -0.5
H -4.478 5.159 -3.407 0.0 0.0 -0.1
H -5.931 6.147 -3.578 0.2 0.7 0.7
H -6.098 4.527 -3.143 0.1 -0.3 0.4
H -2.791 2.460 -0.253 0.8 0.6 -0.3
H -3.973 2.460 -1.508 -0.5 0.1 0.3
H -4.226 3.265 0.153 -0.5 0.1 -0.4
H -1.339 8.041 -1.061 -0.7 0.1 0.2
H -1.061 6.703 -2.102 -0.4 -0.2 -0.2
H -1.357 6.374 -0.413 -0.3 0.1 0.1
C -1.545 1.547 -4.764 -0.9 -0.5 -0.9
O -1.051 1.969 -3.503 2.2 0.5 0.9
P 0.560 2.202 -3.293 -0.9 1.4 0.1
O 1.406 1.103 -3.756 0.0 0.4 0.0
O 0.798 3.665 -4.049 -0.1 -1.6 1.0
C 2.050 4.345 -3.732 -0.9 -0.4 0.6
O 0.817 2.498 -1.714 -0.3 -1.2 -1.9
C -0.059 3.262 -0.908 0.1 1.6 0.1
H -0.817 1.474 -5.573 0.3 0.5 0.2
H -2.375 2.199 -5.035 0.3 0.3 -0.1
H -1.987 0.551 -4.747 0.2 -0.2 0.7
H 1.850 5.043 -2.919 -0.1 0.4 -0.3
H 2.384 4.862 -4.632 0.2 -0.3 0.2
H 2.744 3.640 -3.274 0.4 0.0 -0.7
H -0.380 2.736 -0.009 -0.2 -0.3 -0.5
H -0.840 3.716 -1.517 -0.4 -0.4 0.3
H 0.513 4.115 -0.542 0.2 0.0 0.1
C -5.546 -4.402 4.505 1.2 -0.7 0.5
O -5.190 -3.222 5.248 0.5 0.2 0.6
P -3.711 -2.578 5.245 1.0 1.8 -0.3
O -2.502 -3.433 4.978 -2.6 1.0 0.8
O -3.856 -1.358 4.114 0.1 -1.3 1.1
C -3.731 -1.714 2.729 0.0 0.1 -0.8
O -3.624 -1.705 6.656 -1.3 -1.0 -2.3
C -4.660 -0.745 7.098 1.0 0.1 0.3
H -5.719 -5.266 5.147 -0.4 0.4 0.6
H -4.622 -4.731 4.028 -0.4 0.1 -1.0
H -6.444 -4.252 3.906 0.5 0.3 -0.2
H -3.210 -2.659 2.576 0.2 0.1 0.2
H -3.228 -0.928 2.166 0.6 0.1 0.6
H -4.664 -1.754 2.167 -0.6 -0.3 0.7
H -4.108 0.177 7.281 0.0 0.0 0.0
H -5.047 -1.086 8.058 0.0 -0.2 -0.2
H -5.481 -0.484 6.430 0.2 -0.7 -0.4
C 6.757 -4.655 -3.328 0.3 0.8 -0.5
O 6.193 -4.556 -2.028 0.0 1.5 1.7
P 6.008 -3.064 -1.310 -0.7 -1.6 0.1
O 6.994 -2.049 -1.722 -1.1 -0.4 0.1
O 6.019 -3.442 0.271 0.6 -0.6 -2.2
C 5.786 -2.487 1.276 -0.9 0.8 0.6
O 4.440 -2.751 -1.599 1.3 0.1 0.0
C 3.430 -3.773 -1.517 -0.1 -0.5 -0.5
H 7.473 -3.852 -3.506 0.0 0.1 0.1
H 5.970 -4.550 -4.075 0.0 -0.2 -0.1
H 7.304 -5.589 -3.462 -0.4 -0.1 0.3
H 5.513 -1.489 0.932 0.1 0.0 -0.6
H 6.642 -2.359 1.939 0.0 -0.4 -0.1
H 4.894 -2.829 1.802 0.2 -0.1 0.4
H 2.801 -3.722 -2.406 -0.1 0.5 0.0
H 2.804 -3.646 -0.633 0.3 0.1 0.0
H 3.844 -4.779 -1.573 0.3 0.1 0.4
C 0.294 -1.605 -2.864 -0.1 0.7 0.6
O 0.313 -2.843 -3.585 -0.6 -0.6 -1.7
P -0.142 -2.825 -5.164 0.8 0.1 1.0
O -1.342 -2.012 -5.369 -0.1 0.0 -0.2
O -0.367 -4.379 -5.584 1.0 1.0 0.1
C 0.700 -5.178 -6.110 2.0 -0.4 0.0
O 1.182 -2.308 -5.945 -1.0 -0.6 0.7
C 1.416 -0.899 -6.106 0.4 0.7 -1.3
H -0.267 -1.706 -1.935 0.1 -0.5 0.0
H -0.203 -0.770 -3.357 0.1 -0.3 -0.6
H 1.314 -1.301 -2.627 0.0 -0.1 -0.1
H 1.135 -5.910 -5.430 -0.7 0.1 0.8
H 1.589 -4.598 -6.355 -0.3 0.5 -0.1
H 0.526 -5.788 -6.997 -1.2 0.5 -0.1
H 2.196 -0.462 -5.483 -0.3 -0.6 0.6
H 0.521 -0.278 -6.069 -0.1 -0.4 0.4
H 1.806 -0.782 -7.117 -0.1 -0.2 -0.2
C -4.907 -5.683 1.263 0.1 0.6 -0.4
O -4.368 -5.881 -0.083 0.0 1.2 -1.2
P -4.391 -4.557 -1.138 0.9 -1.0 1.5
O -5.743 -4.043 -1.333 0.3 0.4 0.0
O -3.368 -3.521 -0.401 -2.1 0.0 -1.1
C -2.097 -3.938 -0.015 1.4 -0.4 0.1
O -3.602 -5.012 -2.468 -0.5 -0.7 2.0
C -3.398 -4.113 -3.556 -0.6 0.1 -0.8
H -4.087 -5.659 1.981 0.2 0.3 -0.2
H -5.581 -6.455 1.633 0.1 -0.6 -0.9
H -5.515 -4.779 1.306 0.3 0.3 0.0
H -1.368 -3.134 -0.123 -0.4 0.4 0.3
H -1.675 -4.700 -0.670 -0.3 -0.4 0.1
H -2.139 -4.271 1.022 0.3 -0.1 0.0
H -2.444 -3.589 -3.485 -0.2 0.0 0.2
H -4.246 -3.438 -3.669 0.2 0.3 0.3
H -3.434 -4.710 -4.467 0.4 -0.1 0.1
C 3.300 0.164 3.376 -0.7 0.2 0.5
C 2.984 -0.790 4.551 0.4 -0.3 -1.1
O 1.861 -1.628 4.157 0.3 0.1 0.3
C 1.727 -2.868 4.664 0.8 -2.5 0.8
C 0.420 -3.511 4.312 -1.0 1.2 0.0
O 2.535 -3.525 5.319 -0.3 2.1 -0.8
H 2.474 0.857 3.219 -0.2 0.0 -0.1
H 3.465 -0.351 2.429 0.0 -0.2 0.1
H 4.162 0.804 3.561 0.2 -0.2 0.3
H 3.861 -1.416 4.716 -0.2 -0.1 0.4
H 2.675 -0.282 5.465 0.2 0.1 0.0
H 0.026 -4.167 5.089 0.6 -0.1 0.0
H 0.433 -4.040 3.359 0.2 0.1 0.0
H -0.305 -2.699 4.263 -0.2 -0.2 -0.4
C 3.269 4.803 -0.388 0.0 -1.0 0.6
C 3.741 3.746 0.621 -0.2 0.4 -0.1
O 4.917 3.110 0.077 -0.3 0.1 0.5
C 4.950 1.790 -0.175 -1.0 -1.3 0.0
C 6.306 1.394 -0.630 0.3 -0.1 0.0
O 4.019 1.001 -0.115 0.5 1.4 0.4
H 2.624 5.521 0.118 -0.2 -0.1 -0.2
H 2.729 4.205 -1.121 -0.1 0.6 -0.3
H 4.103 5.342 -0.837 0.0 -0.1 0.0
H 3.993 4.201 1.579 0.5 0.0 0.0
H 2.954 3.026 0.845 0.1 -0.2 -0.3
H 6.239 1.346 -1.717 0.4 0.2 -0.1
H 6.563 0.379 -0.326 -0.1 0.1 0.1
H 7.029 2.122 -0.263 0.1 -0.2 -0.4
Cl 1.023 -1.967 0.620 -0.3 -0.2 -0.3
C 0.522 -0.257 0.523 1.3 -0.1 1.4
Cl -1.208 -0.013 0.273 0.4 -0.1 -0.3
H 0.798 0.075 1.524 -0.5 0.4 -0.2
H 1.221 0.238 -0.151 -0.7 0.1 -0.5

---

Record 2
138
Properties=species:S:1:pos:R:3:forces:R:3 method="wB97M-V/def2-TZVPD" smiles="CN(C)P(=O)(N(C)C)N(C)C.CN(C)P(=O)(N(C)C)N(C)C.CN(C)P(=O)(N(C)C)N(C)C.CN(C)C=O.CN(C)C=O.CN(C)C=O.ClCCl.ClCCl.ClCCl" orbital_gap_ev=8.525 mol_weight_g_mol=1011.70 charge=0
C -2.577 -2.502 2.234 -0.4 0.3 0.6
N -2.058 -2.236 3.614 -0.8 1.7 -1.2
C -2.961 -1.199 4.161 0.5 -0.3 -0.4
P -1.609 -3.343 4.738 0.3 -2.6 -0.8
O -2.548 -4.425 5.158 0.1 0.7 -0.1
N -0.315 -4.076 3.961 -1.2 -0.2 1.8
C 0.083 -5.367 4.540 0.0 -0.1 -1.8
C 0.549 -3.504 3.011 1.1 -1.9 -1.6
N -1.138 -2.514 6.070 0.3 -0.3 -0.3
C -0.189 -1.446 6.022 -0.2 -0.1 1.5
C -1.675 -2.812 7.368 -0.9 -0.8 0.5
H -2.211 -3.396 1.780 0.7 -0.6 -0.1
H -2.386 -1.637 1.566 0.1 -0.5 0.6
H -3.671 -2.628 2.305 0.3 0.0 -0.1
H -3.462 -0.694 3.349 -0.4 -0.2 -0.2
H -2.469 -0.406 4.667 0.8 0.5 0.8
H -3.634 -1.704 4.815 -1.1 0.1 0.6
H -0.416 -6.222 4.033 0.3 0.5 0.1
H 1.177 -5.453 4.371 -0.5 -0.2 0.6
H -0.254 -5.433 5.547 0.2 0.0 1.0
H 0.363 -4.024 2.032 0.5 0.5 0.4
H 0.351 -2.480 2.823 0.1 1.1 0.1
H 1.623 -3.741 3.274 -0.8 0.7 -0.2
H -0.636 -0.580 6.521 0.2 0.2 0.0
H 0.700 -1.754 6.583 0.2 0.3 -0.2
H 0.042 -1.190 5.025 0.4 0.3 -1.1
H -2.464 -2.092 7.554 -0.3 0.2 0.6
H -0.975 -2.823 8.228 0.2 0.3 -0.8
H -2.127 -3.813 7.347 0.0 0.4 -0.1
C -5.710 4.113 -0.513 -1.4 0.5 0.7
N -4.582 3.237 -0.239 1.0 1.1 -1.3
C -4.859 2.014 0.505 0.8 1.0 -0.5
P -3.026 3.713 -0.754 -0.3 0.1 -0.5
O -2.120 2.604 -1.140 -0.6 -0.3 0.6
N -3.052 4.731 -2.086 -0.3 -0.7 -0.3
C -3.228 6.172 -2.002 1.2 0.0 0.0
C -2.675 4.220 -3.422 0.1 0.5 -0.7
N -2.473 4.724 0.426 0.0 0.4 0.3
C -3.145 5.173 1.642 1.1 1.1 0.2
C -1.081 5.138 0.277 -0.1 0.9 -0.3
H -5.796 4.420 -1.573 0.4 0.0 0.6
H -5.777 5.007 0.177 0.4 -0.5 -0.8
H -6.697 3.617 -0.292 1.1 0.0 -0.2
H -4.191 1.228 0.212 0.6 -0.3 -0.1
H -5.833 1.738 0.165 -0.8 -0.5 0.6
H -4.725 2.227 1.559 -0.5 -0.4 0.5
H -3.911 6.563 -2.752 0.0 -0.1 -0.4
H -3.673 6.437 -1.055 0.1 0.1 0.4
H -2.219 6.684 -2.099 -1.1 -0.3 0.0
H -2.708 3.110 -3.549 0.1 1.1 0.7
H -3.389 4.640 -4.135 -0.3 -0.1 -0.1
H -1.698 4.644 -3.818 -0.7 -0.7 0.9
H -4.092 5.685 1.537 -0.5 -0.2 -0.6
H -3.263 4.383 2.351 -0.1 -0.6 0.6
H -2.516 5.980 2.112 -0.3 -1.0 -0.4
H -0.693 4.896 -0.715 -0.1 -0.2 0.1
H -0.453 4.698 1.024 0.4 -0.6 0.4
H -0.948 6.225 0.407 -0.4 -0.1 -0.1
C 5.571 4.327 -4.584 0.4 -0.7 -0.1
N 4.191 3.899 -4.633 0.3 0.3 0.0
C 3.788 3.064 -5.749 -0.8 0.4 -0.4
P 3.243 4.224 -3.332 0.0 0.2 -0.8
O 1.842 4.436 -3.703 -1.0 -0.6 -0.2
N 3.536 3.116 -2.182 -0.7 0.2 1.8
C 2.468 3.018 -1.159 -0.6 -1.2 -1.1
C 4.571 2.104 -2.170 -0.3 0.3 -2.1
N 3.842 5.623 -2.757 0.7 0.0 1.1
C 4.836 5.713 -1.703 0.2 1.7 0.1
C 3.468 6.785 -3.498 -0.7 1.5 1.0
H 5.751 5.059 -5.352 0.3 0.5 -0.4
H 6.247 3.477 -4.755 0.0 0.1 0.0
H 5.849 4.752 -3.616 -0.2 -0.2 -0.4
H 4.501 3.205 -6.596 -0.8 0.2 0.5
H 2.695 3.287 -6.042 1.8 -0.4 0.3
H 3.893 2.034 -5.437 -0.3 -0.7 -0.2
H 1.782 3.868 -1.137 0.4 0.2 -0.2
H 1.820 2.153 -1.432 0.5 0.4 0.3
H 2.875 2.866 -0.175 0.4 0.0 0.5
H 5.269 2.356 -2.975 0.4 0.2 0.5
H 5.084 1.857 -1.251 -0.1 0.5 0.4
H 4.128 1.232 -2.600 -0.3 -1.3 0.3
H 5.890 5.819 -2.110 -1.0 0.3 0.6
H 4.576 6.560 -0.986 0.5 -0.7 -1.1
H 4.820 4.841 -1.086 0.0 -0.7 0.2
H 3.350 7.597 -2.782 0.0 0.3 0.3
H 2.439 6.677 -3.876 0.8 -0.2 -0.5
H 4.218 7.183 -4.179 0.0 -0.4 -0.6
C -0.194 -0.017 -5.801 -1.1 0.6 0.8
N 0.255 0.504 -4.537 0.1 2.1 0.0
C -0.052 1.908 -4.199 -1.2 -0.4 -1.3
C 0.832 -0.260 -3.651 0.1 -1.4 -0.6
O 1.216 0.070 -2.567 1.1 1.0 2.5
H 0.590 -0.513 -6.325 0.3 -0.9 -0.3
H -0.511 0.804 -6.416 0.0 0.5 -0.3
H -1.104 -0.569 -5.560 0.2 -0.7 -0.7
H -0.033 2.186 -3.173 0.7 -0.3 0.9
H 0.481 2.628 -4.803 0.5 0.0 0.0
H -1.103 2.037 -4.441 -0.3 0.0 -0.3
H 0.963 -1.300 -3.931 -0.1 -0.6 -0.7
C -3.326 -6.767 2.903 1.9 1.6 -0.8
N -3.924 -6.866 1.586 -3.6 -0.7 0.0
C -3.228 -7.071 0.277 2.4 -0.6 3.1
C -5.314 -7.102 1.613 2.0 0.1 -2.5
O -5.888 -7.462 0.579 -0.3 0.5 2.0
H -2.465 -6.058 2.754 0.0 -1.2 0.5
H -3.088 -7.727 3.384 0.3 0.3 -0.3
H -3.890 -6.157 3.603 -0.7 -0.2 -0.1
H -2.596 -6.198 0.115 -0.2 0.2 -0.3
H -2.462 -7.888 0.457 -1.0 0.6 -0.6
H -3.893 -7.287 -0.517 -0.7 -0.1 -0.4
H -5.758 -6.843 2.606 0.0 -0.4 -0.6
C 3.130 -6.710 2.610 -0.6 -0.3 1.0
N 1.925 -6.614 1.863 -0.5 0.4 -0.4
C 2.057 -5.777 0.682 -1.5 -1.0 -0.4
C 0.859 -7.405 2.150 1.4 -1.0 1.6
O -0.092 -7.597 1.454 -1.2 0.2 -0.9
H 2.820 -7.183 3.516 0.1 -0.3 1.1
H 3.462 -5.695 2.893 0.6 -0.7 -0.5
H 3.801 -7.447 2.164 0.7 0.8 -0.2
H 2.655 -4.937 0.996 0.1 0.5 -0.4
H 2.555 -6.376 -0.108 -0.2 0.6 0.1
H 1.032 -5.467 0.347 1.0 -0.2 0.1
H 0.975 -7.991 3.165 0.1 1.1 -1.4
Cl 5.364 -0.296 0.509 -0.4 -0.5 0.5
C 3.638 -0.420 0.951 -0.7 -0.2 0.0
Cl 3.095 -1.669 2.173 0.9 0.7 -1.0
H 3.362 0.529 1.390 0.0 0.1 0.0
H 3.082 -0.603 0.024 0.1 -0.1 0.4
Cl 4.064 -2.454 -4.637 0.1 -0.2 -0.7
C 3.645 -2.267 -2.957 -0.3 0.4 0.7
Cl 3.114 -3.781 -2.181 -0.2 0.2 -0.2
H 4.543 -1.993 -2.415 0.0 0.3 0.0
H 2.853 -1.498 -2.906 0.5 -0.6 0.4
Cl -0.273 -0.848 0.159 0.1 -1.1 0.3
C -0.077 0.876 0.129 -1.2 -0.1 -0.1
Cl -0.339 1.636 1.713 -0.3 0.0 0.0
H 0.917 1.087 -0.100 1.3 0.3 -0.6
H -0.795 1.190 -0.628 0.2 0.7 0.5

---

Record 3
123
Properties=species:S:1:pos:R:3:forces:R:3 method="wB97M-V/def2-TZVPD" orbital_gap_ev=6.474 mol_weight_g_mol=646.95 charge=-1
C 1.336 -0.223 -4.851 -0.3 0.2 -0.3
C 0.339 0.359 -3.837 0.6 -0.3 -0.5
P 0.725 0.110 -2.006 -0.4 0.3 0.2
C 2.129 1.389 -1.984 0.0 0.2 -0.1
C 1.735 2.731 -1.393 0.2 -0.1 -0.1
N 2.866 3.680 -1.238 -0.2 0.0 0.2
O 1.871 -1.190 -2.308 0.0 0.0 0.2
C 1.584 -2.245 -1.438 0.1 0.3 0.0
C 0.039 -2.317 -1.300 0.1 -0.1 0.1
O -0.495 -1.183 -1.901 -0.2 0.1 -0.1
H 1.217 -1.301 -4.952 0.2 -0.1 0.2
H 2.370 0.001 -4.589 0.1 -0.1 0.1
H 1.159 0.211 -5.846 0.0 0.0 0.0
H 0.305 1.442 -4.005 -0.2 0.0 0.2
H -0.632 -0.078 -4.072 -0.2 0.3 0.2
H 0.882 -0.043 -0.554 0.3 -0.1 0.0
H -0.284 1.135 -1.702 -0.1 -0.1 -0.1
H 2.508 1.579 -2.997 0.1 -0.1 0.0
H 2.945 0.948 -1.404 0.0 0.0 0.0
H 0.996 3.204 -2.042 -0.1 0.0 0.2
H 1.296 2.586 -0.402 -0.2 0.0 0.0
H 3.383 3.651 -2.111 0.1 0.2 0.0
H 3.497 3.288 -0.546 0.1 0.0 0.0
H 2.024 -2.047 -0.451 0.1 -0.1 0.1
H 2.025 -3.167 -1.825 -0.1 -0.1 -0.1
H -0.355 -3.218 -1.789 -0.1 0.0 0.0
H -0.206 -2.356 -0.232 -0.1 -0.1 0.0
C -2.553 -3.728 3.164 0.0 0.1 0.0
C -1.569 -3.492 2.027 0.0 -0.1 0.1
C -0.638 -4.677 1.820 0.0 0.0 0.0
O -0.823 -2.302 2.250 -0.1 0.1 0.0
H -2.014 -3.869 4.106 0.0 -0.1 0.0
H -3.216 -2.870 3.282 0.0 0.0 0.0
H -3.166 -4.614 2.987 0.0 0.0 0.0
H -2.119 -3.304 1.103 0.0 0.0 0.0
H -0.044 -4.852 2.722 0.0 0.0 0.0
H 0.047 -4.478 0.997 0.0 0.0 0.0
H -1.198 -5.588 1.599 0.0 0.0 0.0
H -0.303 -2.415 3.052 0.1 0.0 0.0
C -5.397 -0.046 4.122 0.1 -0.1 -0.1
C -5.960 -1.068 5.093 0.0 0.2 0.1
C -6.285 -0.470 6.451 -0.1 -0.2 0.1
O -5.063 -2.174 5.251 -0.2 -0.1 0.0
H -4.460 0.369 4.504 0.0 0.0 0.0
H -5.182 -0.511 3.161 0.0 0.0 0.0
H -6.094 0.777 3.963 0.0 0.0 0.0
H -6.864 -1.511 4.671 0.0 0.0 0.0
H -5.388 -0.052 6.917 0.0 0.0 -0.1
H -6.667 -1.250 7.112 0.0 0.1 0.0
H -7.032 0.321 6.378 0.0 0.0 0.0
H -4.243 -1.838 5.627 0.1 0.0 0.0
C -3.060 -0.222 1.083 0.0 0.1 0.1
C -3.672 0.868 0.214 0.1 -0.1 -0.1
C -3.640 0.481 -1.253 0.0 0.1 -0.1
O -2.987 2.104 0.414 0.0 0.0 0.1
H -2.015 -0.383 0.813 0.0 -0.1 -0.1
H -3.088 0.064 2.136 0.0 0.0 0.0
H -3.593 -1.169 0.963 0.0 0.0 0.0
H -4.702 1.060 0.529 0.0 0.1 0.0
H -2.602 0.327 -1.555 0.0 -0.1 -0.1
H -4.061 1.271 -1.877 0.0 0.0 0.1
H -4.189 -0.444 -1.444 0.0 0.0 0.1
H -2.079 1.975 0.108 0.0 0.0 -0.1
C -2.991 -1.521 -5.311 0.0 0.0 0.1
C -3.587 -0.487 -6.251 0.2 -0.1 -0.1
C -3.539 -0.956 -7.700 0.0 0.1 0.0
O -2.922 0.764 -6.110 -0.2 0.0 -0.1
H -1.938 -1.688 -5.553 0.0 0.0 0.0
H -3.033 -1.179 -4.277 0.0 0.0 0.0
H -3.516 -2.475 -5.387 0.0 0.0 0.0
H -4.624 -0.289 -5.973 0.0 0.0 0.0
H -2.502 -1.117 -8.007 0.0 0.0 0.0
H -3.972 -0.204 -8.361 0.0 0.0 0.0
H -4.083 -1.893 -7.832 0.0 0.0 0.0
H -1.990 0.622 -6.312 0.1 0.0 0.2
C 6.946 4.439 -0.429 -0.1 0.0 0.0
C 6.901 3.041 0.169 0.1 0.0 -0.3
C 7.951 2.129 -0.444 0.1 -0.1 0.0
O 5.610 2.464 -0.001 0.0 0.1 0.2
H 6.758 4.393 -1.505 0.0 0.0 0.0
H 6.179 5.072 0.018 0.0 0.0 0.0
H 7.921 4.905 -0.273 0.0 0.0 0.0
H 7.047 3.103 1.249 0.0 0.0 0.0
H 7.777 2.027 -1.519 0.0 0.1 0.0
H 7.895 1.133 -0.001 0.0 0.0 0.0
H 8.962 2.517 -0.304 0.0 0.0 0.0
H 5.443 2.390 -0.948 0.0 -0.1 0.0
C -5.013 -4.956 7.990 0.0 0.1 0.0
C -6.450 -5.229 7.572 0.1 0.0 -0.1
C -6.518 -6.166 6.376 -0.1 0.0 0.0
O -7.130 -4.008 7.295 0.0 0.0 0.0
H -4.472 -4.473 7.173 0.0 0.0 0.0
H -4.987 -4.288 8.852 0.0 0.0 0.0
H -4.493 -5.880 8.248 0.0 0.0 0.0
H -6.995 -5.669 8.410 0.0 0.0 0.0
H -6.012 -5.716 5.518 0.0 0.0 0.0
H -7.555 -6.352 6.096 0.0 0.0 0.0
H -6.038 -7.121 6.593 0.0 0.0 0.0
H -6.667 -3.582 6.562 0.1 0.1 0.0
C 8.115 -0.637 -3.681 0.0 0.1 0.1
C 7.482 0.437 -4.551 0.1 -0.1 0.0
C 7.575 0.098 -6.030 0.0 0.1 0.0
O 8.072 1.712 -4.288 -0.1 0.1 0.1
H 9.179 -0.737 -3.918 0.0 0.0 0.0
H 8.028 -0.376 -2.627 0.0 0.0 0.0
H 7.637 -1.604 -3.839 0.0 0.0 0.0
H 6.434 0.554 -4.272 0.0 0.0 0.0
H 8.623 0.019 -6.334 0.0 0.0 0.0
H 7.107 0.877 -6.630 0.0 0.0 0.0
H 7.083 -0.851 -6.247 0.0 0.0 0.0
H 9.006 1.664 -4.518 0.0 0.0 0.0
C 2.983 6.741 2.195 0.0 0.1 0.0
C 1.637 6.784 1.484 0.0 -0.2 0.0
C 0.716 5.671 1.964 0.0 0.0 0.0
O 1.809 6.720 0.077 0.1 0.0 0.1
H 3.486 5.793 1.983 0.0 0.0 0.0
H 3.626 7.548 1.843 0.0 0.0 0.0
H 2.866 6.832 3.277 0.0 0.0 0.0
H 1.163 7.751 1.670 0.0 0.0 0.0
H 1.160 4.697 1.743 0.0 0.0 0.0
H -0.243 5.721 1.449 0.0 0.0 0.0
H 0.541 5.734 3.040 0.0 0.0 0.0
H 2.215 5.863 -0.132 -0.1 -0.1 -0.3